Computed, not measured: 2 unconnected molecules or ions with the total composition C7H7NOS, with the ωB97M-V functional and the def2-TZVPD basis.

Geometry (Å):
N (-0.157, 0.236, -2.084)
C (0.025, 0.192, -0.964)
C (0.126, -0.177, 0.406)
C (-0.919, -0.973, 0.912)
C (-0.779, -1.437, 2.251)
C (0.460, -1.281, 2.895)
C (1.494, -0.567, 2.339)
C (1.297, 0.075, 1.147)
H (-1.813, -1.399, 0.556)
H (-1.676, -1.934, 2.639)
H (0.703, -1.681, 3.854)
H (2.438, -0.534, 2.932)
H (2.139, 0.653, 0.799)
O (-1.102, 1.438, -4.559)
S (-0.614, 2.904, -5.174)
H (-0.601, 0.966, -3.884)
H (-1.022, 3.517, -4.065)

Calculated values
Multiplicity: 1
HOMO (eV): -8.5
Electronic energy (eV): -21743.384
Molecular weight (g mol⁻¹): 153.2
Frontier orbital gap (eV): 8.578
Net charge: 0


Computed, not measured: a single C5H7NO molecule, with the ωB97M-V functional and the def2-TZVPD basis.

Geometry (Å):
C (1.190, 1.697, 0.600)
C (0.236, 0.556, 0.742)
C (0.038, -0.434, -0.137)
C (0.779, -0.473, -1.372)
N (1.385, -0.513, -2.359)
C (-0.997, -1.518, 0.053)
O (-1.981, -1.490, -0.957)
H (1.947, 1.663, 1.393)
H (0.652, 2.647, 0.712)
H (1.698, 1.692, -0.368)
H (-0.360, 0.536, 1.655)
H (-0.537, -2.508, -0.014)
H (-1.433, -1.416, 1.059)
H (-2.363, -0.602, -0.974)

Calculated values
Multiplicity: 1
HOMO (eV): -10.1
Electronic energy (eV): -8835.051
Molecular weight (g mol⁻¹): 97.1
Frontier orbital gap (eV): 10.739
Net charge: 0


It is found that the energy above the lowest of the compared OMol25 structures with the same formula, charge and spin values, taken in the order of the records, are 0.898 1.151 eV.